C3H6ClNO2 | ωB97M-V/def2-TZVPD

The frontier orbital gap comes out at 10.315 eV.

Structure (ORCA input):
```
! wB97M-V def2-TZVPD RIJCOSX def2/J DEFGRID3
* xyz 0 1
O 0.0261 0.9284 0.5360
Cl -3.1707 0.0579 -0.3709
H -1.9638 -0.4564 1.6851
N 0.2520 -1.3129 -0.1847
H 1.9904 1.4633 0.5589
H 0.7281 2.5898 -0.5401
C 1.0822 1.4627 -0.3404
H -1.6934 -1.6860 0.3330
O 1.6796 -1.0612 -0.1714
C -0.4139 -0.2991 0.2483
H 1.2961 0.5596 -1.3208
C -1.8050 -0.6178 0.5915
H 1.9923 -1.6283 -1.0246
*
```